# C25H44N6PdSSi2

A molecular structure, C25H44N6PdSSi2 (ωB97M-V with the def2-TZVPD basis set, the Open Molecules 2025 dataset).

Geometry (Å):
1 Pd -0.296 0.631 1.448
2 C -2.896 -0.901 -2.409
3 Si -2.444 -1.110 -0.565
4 C -3.212 -2.809 -0.124
5 C -3.510 0.156 0.365
6 N -0.815 -0.863 -0.201
7 C 0.223 -1.548 -0.810
8 C 0.022 -2.699 -1.587
9 C 1.048 -3.390 -2.240
10 C 2.345 -2.936 -2.118
11 C 2.596 -1.804 -1.339
12 C 1.596 -1.076 -0.667
13 N 1.857 0.005 0.124
14 Si 3.247 0.933 0.229
15 C 4.746 0.115 1.083
16 C 2.871 2.473 1.255
17 C 3.927 1.558 -1.447
18 H -3.939 -1.183 -2.593
19 H -2.254 -1.509 -3.051
20 H -2.779 0.145 -2.705
21 H -4.303 -2.730 -0.061
22 H -2.848 -3.174 0.841
23 H -2.979 -3.574 -0.870
24 H -4.339 -0.322 0.896
25 H -3.939 0.888 -0.327
26 H -2.882 0.685 1.089
27 H -0.985 -3.086 -1.679
28 H 0.816 -4.278 -2.819
29 H 3.168 -3.453 -2.603
30 H 3.622 -1.467 -1.226
31 H 4.467 -0.160 2.105
32 H 5.598 0.802 1.137
33 H 5.072 -0.795 0.572
34 H 2.183 2.195 2.060
35 H 2.381 3.242 0.649
36 H 3.778 2.906 1.691
37 H 4.088 0.733 -2.146
38 H 4.871 2.100 -1.328
39 H 3.204 2.243 -1.901
40 C -2.836 3.560 -3.652
41 C -1.588 4.098 -2.953
42 N -1.548 3.837 -1.529
43 C -2.388 4.658 -0.682
44 C -3.682 3.987 -0.220
45 C -0.862 2.756 -0.987
46 C -0.053 1.902 -1.914
47 N -0.855 2.490 0.265
48 H -2.783 3.746 -4.728
49 H -3.739 4.039 -3.270
50 H -2.927 2.485 -3.491
51 H -1.526 5.182 -3.105
52 H -0.702 3.671 -3.414
53 H -2.623 5.564 -1.248
54 H -1.811 4.987 0.189
55 H -4.360 3.822 -1.059
56 H -4.191 4.612 0.517
57 H -3.477 3.019 0.236
58 H 0.752 2.493 -2.358
59 H -0.653 1.474 -2.718
60 H 0.386 1.106 -1.316
61 H -1.375 3.152 0.827
62 N -1.211 -1.619 3.069
63 C -0.090 -0.733 2.851
64 S -0.062 0.783 3.783
65 N 1.126 -1.454 2.627
66 C 1.463 -2.714 3.026
67 C 2.391 -3.446 2.260
68 C 2.810 -4.701 2.659
69 C 2.320 -5.287 3.823
70 C 1.394 -4.574 4.578
71 C 0.969 -3.311 4.201
72 H -2.023 -1.025 3.187
73 H -1.341 -2.141 2.204
74 H 1.644 -1.052 1.843
75 H 2.745 -3.017 1.327
76 H 3.517 -5.239 2.036
77 H 2.643 -6.276 4.127
78 H 0.993 -5.009 5.489
79 H 0.245 -2.770 4.793

Cartesian forces, eV/Å:
-0.331 0.065 -0.286
0.012 0.005 0.030
-0.001 0.042 0.100
0.055 0.019 0.011
0.025 -0.049 -0.036
0.113 -0.053 -0.152
-0.053 0.150 0.051
0.081 -0.002 -0.019
-0.032 0.003 0.013
0.033 -0.004 -0.019
-0.052 0.008 0.010
-0.022 -0.079 0.056
0.062 -0.032 -0.158
0.025 0.089 0.035
-0.082 0.010 0.011
0.057 -0.074 -0.033
-0.037 -0.029 0.050
-0.002 -0.010 0.007
-0.002 0.018 0.010
0.031 0.032 -0.017
0.002 0.021 -0.014
-0.019 0.007 -0.011
0.021 -0.011 0.006
-0.002 0.004 0.010
0.004 0.003 -0.014
-0.041 -0.024 0.006
-0.053 -0.012 0.006
0.005 0.000 -0.005
-0.007 -0.006 0.001
0.006 0.007 0.001
0.013 -0.017 0.000
-0.003 0.003 -0.002
-0.011 -0.002 -0.010
0.028 0.027 -0.003
-0.043 -0.028 0.005
0.004 0.017 -0.008
0.002 0.011 -0.001
0.006 -0.007 0.027
-0.020 0.000 -0.034
0.012 0.012 0.005
-0.019 -0.018 0.007
0.007 -0.034 -0.071
-0.016 0.029 0.018
0.025 0.007 0.005
-0.020 0.173 0.019
0.013 -0.012 0.062
0.126 -0.026 -0.007
-0.003 0.003 -0.001
0.005 -0.008 -0.006
-0.004 -0.020 0.007
0.008 -0.001 0.007
0.016 -0.018 -0.007
0.000 0.015 0.011
-0.001 -0.016 0.001
0.011 -0.017 0.001
-0.008 0.010 -0.003
-0.025 0.022 0.008
0.021 0.004 -0.021
-0.042 -0.032 0.010
0.032 -0.061 -0.014
-0.041 -0.061 0.050
0.018 0.013 -0.092
0.176 0.159 0.403
-0.045 -0.156 0.059
-0.019 -0.034 -0.175
-0.003 -0.005 0.134
0.038 0.008 -0.021
-0.013 0.014 0.009
-0.008 -0.009 0.009
0.018 0.005 -0.012
-0.034 0.017 -0.008
-0.003 -0.012 0.025
0.027 0.005 0.016
-0.035 -0.058 -0.052
-0.003 0.006 0.005
0.005 -0.003 0.000
0.001 -0.001 0.001
0.001 -0.005 0.000
0.010 0.000 -0.005

Results
energy relative to the best compared isomer or geometry (same formula, charge and spin)	0.0	kcal per mole
strongest force on any atom	0.0091	hartree/bohr
total charge	-2
Kohn-Sham gap	4.33	eV
HOMO	-0.037	eV

# C2H5O3P

C2H5O3P in the gas phase at a distorted geometry (ωB97M-V with the def2-TZVPD basis set, the Open Molecules 2025 dataset).

Geometry (Å):
1 C -1.027 1.447 0.027
2 C 1.428 -1.101 0.004
3 O -1.481 -1.630 0.037
4 O -0.545 0.571 -1.020
5 O -0.841 0.550 1.090
6 P -0.462 -0.620 0.084
7 H -0.434 2.415 0.081
8 H -2.138 1.829 -0.117
9 H 1.971 -0.127 0.000
10 H 1.866 -1.909 0.749
11 H 1.664 -1.426 -0.935

Cartesian forces, eV/Å:
-1.159 2.633 -1.234
-0.956 0.795 3.560
-0.399 -1.759 -0.079
-0.349 0.642 0.002
0.210 0.981 1.715
2.539 -0.530 -1.201
-0.163 -1.449 0.150
1.946 -1.404 0.268
-0.323 -0.625 0.789
-1.263 2.003 -1.244
-0.083 -1.285 -2.725

Results
energy relative to the best compared isomer or geometry (same formula, charge and spin)	11.1	kcal per mole
strongest force on any atom	0.0733	hartree/bohr
total charge	0
Kohn-Sham gap	11.82	eV
HOMO	-11.047	eV

# C48H123N5O16

11 unconnected molecules or ions with the total composition C48H123N5O16 at a distorted geometry (ωB97M-V with the def2-TZVPD basis set, the Open Molecules 2025 dataset).

Geometry (Å):
1 C -0.365 -2.763 -3.036
2 O -0.334 -1.450 -3.533
3 C 0.616 -1.311 -4.564
4 C 0.743 0.184 -4.979
5 N -0.555 0.785 -5.385
6 C -0.424 2.230 -5.700
7 C -1.756 2.743 -6.143
8 O -2.674 2.559 -5.075
9 C -3.997 2.731 -5.534
10 H -0.714 -3.487 -3.767
11 H -1.023 -2.758 -2.192
12 H 0.649 -3.016 -2.713
13 H 0.356 -1.913 -5.431
14 H 1.587 -1.668 -4.245
15 H 1.450 0.190 -5.830
16 H 1.178 0.720 -4.127
17 H -1.133 0.670 -4.547
18 H 0.342 2.370 -6.454
19 H -0.066 2.765 -4.797
20 H -2.055 2.166 -7.031
21 H -1.725 3.818 -6.355
22 H -4.190 3.712 -5.948
23 H -4.611 2.696 -4.640
24 H -4.328 1.991 -6.274
25 C 2.732 8.395 -1.917
26 O 2.408 7.441 -0.941
27 C 3.541 6.620 -0.607
28 C 3.592 5.380 -1.509
29 N 2.495 4.444 -1.228
30 C 2.493 3.227 -2.019
31 C 3.489 2.176 -1.513
32 O 3.591 1.118 -2.450
33 C 4.396 0.074 -1.960
34 H 1.749 8.869 -2.107
35 H 3.124 7.989 -2.860
36 H 3.457 9.134 -1.539
37 H 3.451 6.317 0.443
38 H 4.440 7.230 -0.733
39 H 4.555 4.903 -1.274
40 H 3.680 5.668 -2.587
41 H 1.613 4.904 -1.416
42 H 2.633 3.405 -3.091
43 H 1.518 2.813 -1.857
44 H 3.073 1.848 -0.575
45 H 4.459 2.685 -1.425
46 H 5.365 0.514 -1.774
47 H 4.490 -0.704 -2.715
48 H 3.979 -0.285 -1.012
49 C 8.136 2.243 -1.088
50 O 7.124 1.840 -0.211
51 C 6.595 2.929 0.539
52 C 5.740 2.451 1.686
53 N 6.527 1.672 2.585
54 C 5.788 1.034 3.662
55 C 4.989 -0.226 3.271
56 O 5.909 -1.100 2.578
57 C 5.241 -2.185 2.055
58 H 9.047 2.512 -0.521
59 H 7.787 3.124 -1.734
60 H 8.377 1.430 -1.809
61 H 6.043 3.602 -0.127
62 H 7.447 3.411 1.048
63 H 4.850 1.927 1.298
64 H 5.376 3.378 2.162
65 H 6.971 1.007 1.960
66 H 5.058 1.701 4.126
67 H 6.484 0.740 4.492
68 H 4.153 0.001 2.604
69 H 4.648 -0.684 4.205
70 H 4.614 -1.968 1.152
71 H 4.529 -2.632 2.747
72 H 5.967 -2.924 1.661
73 C -7.125 1.606 -2.308
74 O -6.793 1.877 -0.961
75 C -6.727 3.282 -0.611
76 C -5.401 4.020 -0.911
77 N -4.269 3.230 -0.391
78 C -2.983 3.747 -0.759
79 C -1.883 2.897 -0.130
80 O -2.067 1.540 -0.467
81 C -2.004 1.285 -1.836
82 H -8.098 2.008 -2.571
83 H -7.147 0.522 -2.333
84 H -6.416 1.990 -3.036
85 H -6.759 3.301 0.505
86 H -7.628 3.761 -1.054
87 H -5.445 5.023 -0.445
88 H -5.307 4.176 -2.032
89 H -4.394 2.283 -0.745
90 H -2.878 4.782 -0.404
91 H -2.866 3.758 -1.854
92 H -1.878 2.920 0.951
93 H -0.864 3.283 -0.440
94 H -2.866 1.744 -2.325
95 H -2.061 0.210 -1.895
96 H -1.067 1.657 -2.285
97 C -1.687 -5.872 -1.980
98 O -1.023 -5.658 -0.764
99 C -0.465 -6.777 -0.207
100 C 0.306 -6.326 1.027
101 N 1.296 -5.313 0.694
102 C 2.617 -5.895 0.446
103 C 3.491 -4.933 -0.271
104 O 2.898 -4.732 -1.558
105 C 3.385 -3.555 -2.149
106 H -0.958 -6.376 -2.644
107 H -1.954 -4.913 -2.409
108 H -2.572 -6.523 -1.878
109 H 0.228 -7.254 -0.902
110 H -1.208 -7.528 0.077
111 H 0.818 -7.075 1.644
112 H -0.425 -5.891 1.702
113 H 1.079 -4.772 -0.139
114 H 2.556 -6.792 -0.151
115 H 3.169 -6.162 1.369
116 H 4.504 -5.365 -0.345
117 H 3.559 -3.951 0.183
118 H 2.960 -3.444 -3.129
119 H 4.475 -3.485 -2.217
120 H 3.017 -2.684 -1.586
121 C -4.061 2.673 4.683
122 C -3.726 2.502 3.223
123 C -4.165 1.186 2.668
124 O -4.388 3.592 2.534
125 H -5.119 2.465 4.827
126 H -3.875 3.667 5.123
127 H -3.548 1.949 5.349
128 H -2.661 2.727 3.105
129 H -5.271 1.194 2.617
130 H -3.701 0.413 3.301
131 H -3.772 1.038 1.658
132 H -4.608 3.352 1.609
133 C -2.979 -4.326 3.583
134 C -3.620 -4.158 2.218
135 C -3.654 -5.460 1.433
136 O -4.875 -3.467 2.251
137 H -2.994 -3.400 4.113
138 H -1.929 -4.578 3.432
139 H -3.503 -5.130 4.112
140 H -2.988 -3.492 1.626
141 H -4.140 -5.373 0.458
142 H -4.199 -6.265 1.944
143 H -2.646 -5.868 1.372
144 H -5.323 -3.684 3.064
145 C 1.841 -5.498 4.339
146 C 1.329 -4.078 4.021
147 C 1.529 -3.047 5.140
148 O 1.894 -3.535 2.800
149 H 1.486 -6.284 3.665
150 H 1.614 -5.748 5.366
151 H 2.917 -5.494 4.314
152 H 0.253 -4.211 3.992
153 H 0.895 -3.270 5.958
154 H 1.240 -2.088 4.725
155 H 2.573 -3.011 5.446
156 H 1.510 -4.123 2.093
157 C 0.044 3.451 3.545
158 C 0.587 2.411 2.601
159 C 1.982 2.743 2.052
160 O 0.565 1.160 3.236
161 H -0.184 4.380 3.015
162 H 0.804 3.620 4.308
163 H -0.866 3.069 4.032
164 H -0.109 2.350 1.725
165 H 2.461 1.906 1.572
166 H 2.687 2.995 2.858
167 H 1.965 3.550 1.296
168 H 0.942 0.478 2.683
169 C -7.015 -1.042 0.703
170 C -6.191 -1.621 -0.400
171 C -4.776 -1.016 -0.430
172 O -6.116 -3.033 -0.324
173 H -7.269 -0.016 0.511
174 H -6.401 -0.986 1.604
175 H -7.905 -1.632 0.858
176 H -6.636 -1.488 -1.372
177 H -4.835 0.069 -0.464
178 H -4.112 -1.467 -1.161
179 H -4.325 -1.225 0.537
180 H -5.778 -3.180 0.568
181 C -0.827 -1.355 1.150
182 C 0.590 -1.272 0.503
183 C 0.781 -0.206 -0.514
184 O 1.573 -1.071 1.531
185 H -1.081 -0.427 1.612
186 H -0.905 -2.034 1.978
187 H -1.648 -1.507 0.454
188 H 0.707 -2.269 0.024
189 H 0.070 -0.250 -1.347
190 H 1.773 -0.204 -0.964
191 H 0.646 0.795 -0.054
192 H 1.627 -1.883 2.067

Cartesian forces, eV/Å:
0.661 0.414 -0.023
-0.116 0.303 -0.356
-0.337 1.303 -0.566
-0.358 -0.708 -0.141
0.911 -0.376 0.346
0.281 -0.981 1.400
0.003 0.170 0.161
-0.242 -0.142 -0.703
-0.274 -0.018 0.740
-0.043 -0.122 -0.304
-0.412 -0.108 0.595
-0.059 -0.397 0.144
-0.377 -0.154 -0.257
0.502 -0.008 0.352
-0.245 0.247 0.352
0.215 0.106 -0.060
-0.180 0.271 -0.547
0.030 -0.052 -0.361
-0.171 0.146 -0.251
-0.172 0.199 0.106
0.122 -0.035 -0.346
0.305 0.520 -0.357
-0.296 -0.354 0.050
0.244 -0.133 0.200
-1.008 0.648 -0.094
0.757 -0.714 0.383
-0.747 -0.108 -0.551
0.491 -0.020 0.107
0.555 0.545 -0.047
0.300 -0.306 -0.057
-0.156 0.991 -1.073
-0.858 0.333 -0.253
0.081 0.635 0.216
0.760 0.147 -0.223
-0.092 -0.200 0.175
-0.203 -0.095 -0.036
-0.090 0.055 -0.243
0.174 -0.168 0.061
-0.234 -0.154 -0.050
-0.272 -0.041 0.494
0.056 0.270 0.197
0.110 -0.030 -0.161
-0.764 -0.414 -0.288
0.403 -0.379 0.646
0.097 -0.392 0.433
0.673 -0.275 0.311
-0.232 -0.036 0.049
0.145 -0.378 -0.033
0.051 0.752 -1.176
-0.608 -0.294 0.064
0.825 -0.268 0.419
-1.116 0.743 -0.599
0.244 -0.065 0.102
0.147 -1.035 0.513
1.382 0.356 -0.360
-0.400 0.911 0.741
-0.505 -1.214 -1.760
-0.249 0.079 -0.343
0.538 -0.880 0.869
-0.234 0.323 0.710
0.150 0.136 0.118
-0.130 0.428 -0.465
0.026 -0.007 -0.003
-0.020 -0.278 0.078
0.191 -0.525 0.686
0.169 0.394 -0.189
-0.369 0.245 -0.815
-0.151 -0.019 0.083
-0.255 -0.218 -0.187
0.257 0.481 0.451
0.138 -0.315 0.360
-0.192 0.267 0.651
0.009 -0.230 0.490
0.693 1.306 0.180
-0.022 -0.375 0.889
-0.141 -0.556 -1.500
-1.623 0.198 0.055
0.692 0.399 0.132
0.548 0.351 -0.581
0.461 0.154 0.805
-0.136 0.070 -0.047
-0.388 0.086 0.029
-0.077 -0.096 -0.435
0.419 0.065 -0.044
-0.522 -0.169 -0.741
0.648 0.136 0.349
0.069 -0.498 -0.108
0.040 -0.005 0.889
0.180 0.064 0.207
-0.081 -0.212 -0.047
0.147 0.199 0.040
-0.392 0.232 0.246
-0.799 -0.419 -0.023
0.109 -0.159 -0.468
0.022 -0.348 -0.520
-0.194 -0.081 0.007
0.579 -0.855 -0.440
-0.701 1.467 0.069
0.960 -1.407 0.836
-0.287 0.678 0.043
1.001 0.099 0.332
0.267 0.212 1.008
0.127 0.049 -1.073
0.579 -0.197 -0.039
-0.316 0.766 0.305
-0.448 0.124 -0.166
-0.150 0.024 0.117
0.187 0.267 0.081
0.122 -0.159 -0.321
-0.248 -0.084 -0.020
-0.279 -0.352 -0.638
-0.267 0.263 0.216
-0.528 -0.239 0.101
-0.066 -0.542 -0.354
-0.653 0.080 -0.041
-0.164 0.227 -0.204
0.006 0.153 0.662
-0.111 -0.271 -0.586
0.012 -0.275 0.079
0.219 0.039 0.125
-0.219 -0.404 1.278
-0.040 1.985 -0.313
0.429 -0.266 -0.104
-0.402 -0.092 0.010
-0.276 0.076 -0.039
0.096 -0.242 -0.627
0.041 0.229 -0.562
0.126 -0.653 -0.141
0.517 -0.446 0.295
-0.673 -0.152 -0.212
-0.078 0.057 -0.004
0.626 -0.124 0.350
-0.292 -0.581 -0.779
0.575 0.326 -0.916
-0.623 -0.790 0.524
0.255 -0.253 -0.026
-0.178 0.624 0.594
-0.032 -0.273 0.125
0.248 0.170 0.262
0.066 0.151 0.066
0.390 0.258 -0.022
-0.226 0.288 0.263
0.102 0.271 -0.452
-0.341 -0.141 0.352
0.469 0.763 -0.100
0.194 -0.082 0.577
0.871 -0.380 -1.513
-1.110 -1.028 0.615
-0.116 0.293 0.099
-0.475 -0.192 0.276
0.667 -0.026 -0.232
-0.529 0.325 -0.817
-0.521 -0.259 0.973
0.008 0.287 0.092
0.060 0.087 0.142
0.632 0.236 -0.202
-0.016 -0.239 0.268
-0.167 -0.218 -1.747
0.055 0.682 0.280
-0.264 0.165 1.282
0.084 -0.065 0.133
-0.091 0.257 0.196
0.322 0.209 -0.154
0.463 0.072 0.402
-0.174 -0.693 -0.348
-0.301 0.240 -0.011
-0.037 -0.157 0.453
0.366 -0.459 -0.627
0.302 0.318 0.425
1.069 -0.197 -1.154
-0.486 -0.134 0.912
0.109 -0.130 0.468
-0.306 0.485 -0.325
-0.117 -0.378 0.277
-0.289 -0.135 0.174
-0.465 0.486 -0.405
0.135 0.124 -0.459
-0.187 0.162 -0.446
0.157 -0.114 0.314
0.135 -0.588 0.209
0.400 0.952 -0.593
-0.930 -1.473 0.902
-0.425 1.458 -0.506
-0.158 0.030 -0.340
0.024 1.132 0.284
0.311 -0.935 0.162
0.111 -0.401 -0.368
0.484 0.295 0.123
0.094 -0.260 0.283
0.142 -0.264 0.115
0.019 -0.413 -0.067
0.059 -0.035 0.073

Results
energy relative to the best compared isomer or geometry (same formula, charge and spin)	26.1	kcal per mole
strongest force on any atom	0.0427	hartree/bohr
total charge	0
Kohn-Sham gap	9.13	eV
HOMO	-8.523	eV